Record 1
Below is a molecular structure, C32H48O24, with properties calculated with the ωB97M-V functional and the def2-TZVPD basis.

## Properties
Kohn-Sham gap = 9.914 eV
LUMO level = 0.0 eV
Charge = 0
Highest occupied orbital energy = -9.9 eV
Spin multiplicity = 1
ΔE to the lowest compared entry with this formula, charge and spin = 1501.4 kJ/mol

Last column: Löwdin charge in e.
Atoms and positions in Å:
C -0.8099 5.2637 0.9591  0.007
C 0.7251 5.4237 1.3041  -0.331
C 1.7341 5.1577 0.1011  -0.033
O 2.3871 6.4467 -0.0189  0.078
C 1.7991 7.2797 0.9041  -0.526
O 2.1621 8.4417 1.0201  0.126
O 0.9221 6.6757 1.6771  0.106
H -1.1469 6.1117 0.4041  0.080
H -1.4009 4.9497 1.7631  0.022
H -0.9059 4.2867 0.2081  0.136
H 1.0401 4.7157 2.1021  0.157
H 1.1421 4.8707 -0.8359  0.151
H 2.3231 4.4477 0.1591  0.028
C -5.7149 6.6797 1.7721  -0.009
C -4.6509 5.5927 1.7001  -0.183
C -5.1739 4.1767 2.2581  -0.053
O -5.1689 3.3837 1.0961  0.061
C -4.5799 4.0437 0.1291  -0.668
O -4.0139 3.4407 -0.8099  0.085
O -4.4239 5.2557 0.3021  0.133
H -5.5779 7.6937 1.5161  0.089
H -6.0579 6.7947 2.6751  0.033
H -6.4999 6.5567 1.1601  0.062
H -3.6929 6.0177 2.0871  0.155
H -6.1709 4.1987 2.7671  0.142
H -4.4319 3.4797 2.9391  0.155
C -1.7889 1.9427 2.5131  -0.034
C -2.3069 0.6937 3.1461  -0.307
C -3.5289 0.8787 4.0341  -0.047
O -4.5379 0.5397 3.0091  0.030
C -3.9239 -0.2583 2.0151  -0.582
O -4.6519 -0.6993 1.1271  0.132
O -2.6969 -0.1403 2.0641  0.117
H -1.6329 2.6697 3.2881  0.074
H -2.5549 2.5687 1.7691  0.152
H -0.8409 1.7147 2.0181  0.075
H -1.3269 0.1687 3.6011  0.182
H -3.5989 1.8417 4.3861  0.091
H -3.6099 0.1727 4.8151  0.119
C 3.7131 -7.5123 -1.8429  0.014
C 3.5451 -6.3423 -0.7289  -0.267
C 4.1061 -5.0113 -1.2269  -0.136
O 3.0031 -4.1943 -1.3319  0.072
C 1.9671 -4.9013 -0.8239  -0.526
O 0.8391 -4.3653 -0.7759  0.078
O 2.1991 -6.1403 -0.5389  0.164
H 3.6051 -8.5143 -1.4939  0.066
H 4.6741 -7.7513 -2.1789  0.060
H 3.0141 -7.2873 -2.5749  0.062
H 4.2411 -6.5633 -0.0279  0.119
H 4.6951 -5.1853 -2.2679  0.179
H 4.8151 -4.4103 -0.5559  0.130
C 4.5961 0.8517 -2.7129  0.028
C 5.9911 -0.0873 -2.8329  -0.319
C 7.0391 0.4417 -1.7789  -0.031
O 7.2861 -0.8983 -1.2429  0.074
C 6.5561 -1.8463 -1.7819  -0.496
O 6.4831 -3.0543 -1.4869  0.101
O 5.7181 -1.3893 -2.7679  0.121
H 4.4441 1.8507 -2.8599  0.042
H 4.2851 0.7027 -1.8109  -0.024
H 3.7501 0.4247 -3.3089  0.099
H 6.3211 0.2077 -3.7549  0.105
H 6.7611 1.0737 -0.8219  0.161
H 7.7601 1.1367 -2.3459  0.149
C -4.8989 -5.5863 -1.4019  0.034
C -3.8109 -4.4263 -1.2779  -0.237
C -2.4819 -4.5583 -2.1539  -0.047
O -2.5149 -3.2373 -2.7169  -0.014
C -3.7499 -2.5403 -2.4309  -0.463
O -3.7619 -1.3233 -2.7129  0.097
O -4.4619 -3.2343 -1.6099  0.132
H -4.6849 -6.3583 -0.8549  0.012
H -4.9879 -5.7663 -2.5109  0.112
H -5.8209 -5.2333 -1.0189  0.072
H -3.6009 -4.3953 -0.3989  0.048
H -2.4409 -5.3553 -2.9229  0.133
H -1.6509 -4.6373 -1.4259  0.115
C 1.2111 -0.8593 2.5711  -0.017
C 1.7331 -1.8653 1.5511  -0.235
C 2.9061 -1.4033 0.5681  0.017
O 3.9141 -2.2863 0.9751  0.168
C 3.5901 -3.0693 1.7821  -0.790
O 4.3671 -3.9593 2.1541  0.094
O 2.3941 -2.9693 2.2231  0.124
H 0.3291 -1.3473 3.0521  0.095
H 0.8141 -0.0923 2.0111  0.024
H 2.0341 -0.6903 3.3001  0.116
H 0.8331 -2.3903 0.9431  0.165
H 3.2511 -0.5583 0.4911  0.045
H 2.5221 -1.7613 -0.4319  0.158
C -0.9919 -1.1063 -0.7089  0.050
C -0.9149 -0.0103 -1.9109  -0.264
C -1.5519 1.3447 -1.7249  -0.085
O -0.4599 2.1037 -1.3769  0.058
C 0.6491 1.5447 -1.6739  -0.587
O 1.8001 2.0527 -1.5469  0.065
O 0.4401 0.3147 -2.0599  0.092
H -0.4869 -1.9903 -0.9129  0.032
H -1.9869 -1.3243 -0.5329  0.039
H -0.4009 -0.6153 0.2061  0.111
H -1.1729 -0.4773 -2.8779  0.150
H -2.1939 1.6217 -0.9119  0.108
H -1.9859 1.7277 -2.9679  0.239

Force components x, y, z for each atom (eV/Å):
2.508 -3.741 -3.089
-1.275 -5.144 -1.396
-7.778 6.863 -2.002
-1.309 -0.522 0.893
3.188 3.382 -0.905
-1.184 -2.368 -0.149
0.536 3.262 1.252
-0.406 0.574 -0.128
-0.869 0.207 1.492
0.254 2.500 1.654
-0.504 0.425 -0.112
0.627 0.977 0.953
6.156 -6.534 1.451
3.030 -0.461 -2.156
-0.507 0.688 0.161
1.878 -1.006 1.967
-1.494 -0.464 0.409
3.282 -6.659 -4.799
-1.981 1.170 1.747
0.346 5.405 1.852
1.998 1.241 -0.571
-1.958 0.007 5.376
-3.062 -1.706 -2.202
-0.635 -0.933 -0.071
0.817 0.160 -0.694
-1.587 2.554 -0.979
-1.477 2.307 -1.702
3.446 -0.457 0.912
-0.073 -2.822 -3.377
0.578 -0.256 0.990
-8.286 1.219 -2.276
2.275 0.049 2.133
4.560 -1.116 0.332
0.553 0.381 0.534
1.795 -2.195 1.593
-0.280 0.386 -0.236
-2.520 1.006 -0.468
-0.516 2.255 0.594
-0.010 -0.754 0.968
-0.331 1.063 2.805
2.756 -1.931 -5.116
4.062 0.318 -1.742
-2.078 -0.327 0.157
-4.910 4.472 -1.389
2.700 -1.528 0.369
-0.145 -0.569 1.562
-1.497 -0.680 1.098
1.970 1.270 -1.018
-1.024 0.121 -1.805
0.638 -1.210 3.763
-1.556 0.746 2.213
-0.658 -1.636 -0.673
1.385 -4.303 -4.402
-3.482 7.917 0.297
-1.928 0.000 0.470
2.301 0.352 0.653
-1.818 -5.068 0.047
1.116 3.959 -0.353
0.987 -1.379 1.828
1.123 2.948 -0.796
-1.863 -0.964 5.835
0.969 -0.155 0.046
1.320 0.105 -2.549
-0.210 -1.314 -2.092
0.090 -2.080 1.009
0.632 5.292 -4.656
-3.133 -4.322 -9.499
-1.685 1.201 1.348
-1.181 0.417 -0.572
4.751 4.318 -0.764
-1.134 -4.323 0.506
-1.082 0.562 -0.527
1.731 -4.752 2.671
-0.181 -0.353 1.239
-0.993 0.697 0.165
2.804 0.816 10.464
-0.270 0.549 0.409
-0.117 0.003 -0.774
0.532 -3.375 1.005
-1.340 -0.848 -1.219
-6.218 -10.076 -0.670
4.017 7.740 -7.929
1.998 -9.722 6.924
-1.150 0.593 0.035
-3.501 0.892 1.060
0.806 0.339 0.084
-0.408 2.442 -0.816
-0.830 0.575 -0.453
2.201 1.482 1.265
3.148 9.230 -0.155
0.768 0.600 0.678
2.144 4.664 0.205
-0.982 -3.617 0.590
-1.877 0.697 -4.019
0.279 3.538 0.892
5.838 0.927 0.383
-3.632 -1.303 -0.338
1.629 -0.568 -0.632
1.099 -1.511 -0.925
-2.052 -0.187 0.868
-1.729 -0.932 -1.690
-0.440 0.082 0.786
-1.481 -0.841 -0.258
1.006 -0.935 4.155



Record 2
Below is 12 unconnected molecules or ions with the total composition C32H49BrFN13O4PS, with properties calculated with the ωB97M-V functional and the def2-TZVPD basis.

## Properties
Kohn-Sham gap = 6.952 eV
LUMO level = -4.7 eV
Charge = +1
Highest occupied orbital energy = -11.7 eV
Spin multiplicity = 1

Last column: Löwdin charge in e.
Atoms and positions in Å:
C -1.6725 -0.6775 -0.3726  -0.049
C -0.6440 -0.6232 -1.4771  -0.170
O 0.4174 -1.6340 -1.2726  -0.015
C 1.6373 -1.2172 -1.5606  -0.203
C 2.6109 -1.1020 -0.5607  -0.190
S 2.1554 -1.4820 1.1458  0.671
O 3.2731 -1.2707 1.9816  -0.216
O 0.9401 -0.8487 1.4888  -0.200
F 1.9485 -3.0126 1.0408  -0.110
N 3.8539 -0.7366 -0.6860  0.130
N 4.2135 -0.4663 -1.9275  -0.221
P 6.0015 0.0089 -2.0412  1.060
C 6.1943 1.7095 -2.6990  -0.435
C 6.8359 2.5751 -1.6016  -0.159
C 6.9075 -1.2755 -2.9958  -0.426
C 7.8330 -0.7363 -4.0975  -0.147
C 3.3977 -0.5535 -2.9781  -0.552
Br 4.0210 -0.1886 -4.7064  0.984
C 2.0502 -0.9175 -2.8564  -0.278
O 1.2250 -0.9808 -3.8969  0.039
H -1.7851 -1.6785 0.0230  0.089
H -2.6205 -0.3212 -0.7570  0.077
H -1.3838 -0.0119 0.4288  0.069
H -1.0633 -0.7987 -2.4605  0.116
H -0.1587 0.3474 -1.4787  0.101
H 6.9012 1.6762 -3.5263  0.066
H 5.2851 2.1981 -3.0606  0.000
H 6.6661 3.6168 -1.8535  0.076
H 6.4406 2.3509 -0.6175  0.056
H 7.9073 2.4014 -1.5717  0.070
H 7.5230 -1.8056 -2.2784  0.067
H 6.2402 -2.0326 -3.4071  0.065
H 8.3687 -1.5829 -4.5081  0.079
H 8.5794 -0.1028 -3.6287  0.074
H 7.2890 -0.1951 -4.8606  0.054
H 1.1067 -1.9123 -4.1799  0.065
C -2.6103 1.8522 -4.4827  -0.073
C -2.2931 2.1070 -3.0805  -0.248
N -2.0561 2.3085 -1.9741  0.169
H -3.5897 1.3854 -4.5580  0.069
H -2.6183 2.7908 -5.0334  0.090
H -1.8682 1.1844 -4.9169  0.055
C -1.5054 3.9224 1.1752  -0.070
C -2.8622 4.3781 1.4519  -0.256
N -3.9312 4.7382 1.6695  0.141
H -1.0945 3.4265 2.0528  0.082
H -1.5203 3.2249 0.3395  0.032
H -0.8750 4.7720 0.9204  0.084
C -5.0836 3.9051 4.6343  -0.075
C -6.5175 3.8817 4.8956  -0.261
N -7.6473 3.8599 5.1003  0.141
H -4.6224 3.0083 5.0447  0.081
H -4.9018 3.9444 3.5625  0.025
H -4.6377 4.7806 5.1017  0.086
C -10.6105 2.7080 6.4041  -0.080
C -11.9724 3.1585 6.6749  -0.289
N -13.0487 3.5009 6.8865  0.124
H -10.2094 2.2060 7.2822  0.086
H -10.6101 2.0134 5.5670  0.069
H -9.9763 3.5560 6.1569  0.043
C 1.3732 -5.2682 -0.9371  -0.068
C 1.5842 -5.8325 -2.2666  -0.278
N 1.7394 -6.2732 -3.3156  0.138
H 1.7203 -5.9661 -0.1780  0.092
H 1.9238 -4.3391 -0.8423  0.045
H 0.3135 -5.0735 -0.7833  0.088
C 1.1473 2.6344 -3.6214  -0.059
C 2.5226 3.0531 -3.3850  -0.243
N 3.6116 3.3773 -3.2105  0.163
H 0.7246 2.2124 -2.7110  0.058
H 0.5467 3.4898 -3.9238  0.093
H 1.1228 1.8834 -4.4115  0.079
C 4.8105 -1.7848 4.9303  -0.072
C 5.8501 -1.3106 5.8370  -0.269
N 6.6701 -0.9330 6.5462  0.139
H 4.8267 -2.8719 4.8864  0.085
H 3.8352 -1.4567 5.2834  0.085
H 4.9799 -1.3852 3.9336  0.062
C -13.1735 -0.0024 5.3015  -0.077
C -12.5531 -0.7447 6.3934  -0.289
N -12.0546 -1.3252 7.2501  0.124
H -13.8740 -0.6407 4.7674  0.080
H -13.7044 0.8625 5.6960  0.070
H -12.4063 0.3377 4.6087  0.074
C 9.7093 -0.9390 8.6832  -0.083
C 10.3100 -0.1197 9.7308  -0.290
N 10.7831 0.5252 10.5551  0.120
H 9.3163 -1.8576 9.1130  0.080
H 8.8961 -0.3963 8.2053  0.053
H 10.4590 -1.1878 7.9351  0.079
C -1.3713 -4.2450 -5.3110  -0.036
C 0.0304 -3.8754 -5.1979  -0.226
N 1.1379 -3.5807 -5.1016  0.160
H -1.6840 -4.7888 -4.4219  0.092
H -1.9737 -3.3426 -5.4098  0.048
H -1.5182 -4.8771 -6.1847  0.096
C -4.9275 -1.6862 -7.2385  -0.045
C -3.8945 -1.2817 -6.2908  -0.241
N -3.0794 -0.9592 -5.5472  0.138
H -4.8894 -2.7631 -7.3880  0.088
H -5.9072 -1.4138 -6.8521  0.092
H -4.7670 -1.1870 -8.1915  0.091

Force components x, y, z for each atom (eV/Å):
0.292 0.112 -0.056
-0.193 0.136 -0.200
0.044 0.032 0.402
-0.158 -0.027 -0.525
-0.301 -0.573 1.354
0.554 1.348 1.118
0.444 -0.352 -0.298
-0.541 -0.316 -0.589
-0.264 -0.190 -0.222
-0.403 -0.150 -0.785
0.884 0.388 -1.196
1.358 0.187 2.522
-0.075 0.023 -0.431
-0.049 -0.195 -0.208
-0.449 -0.090 -1.107
-0.184 -0.224 0.790
-0.451 0.150 -0.831
0.020 -0.065 0.415
0.165 -0.152 0.496
0.093 0.329 0.068
-0.083 -0.230 -0.007
-0.179 -0.038 -0.108
0.060 -0.030 0.298
-0.068 -0.135 -0.135
0.055 0.161 -0.088
-0.180 -0.156 -0.314
0.120 -0.419 0.071
-0.006 0.166 0.109
-0.155 0.125 0.138
0.144 -0.003 0.103
-0.057 0.063 0.400
-0.220 0.017 -0.089
0.045 -0.068 -0.348
0.124 0.320 -0.183
0.048 0.048 -0.228
-0.050 -0.322 -0.393
0.080 0.188 0.087
-0.109 0.052 0.039
0.146 -0.108 -0.143
0.066 -0.015 0.008
-0.008 0.053 0.022
-0.096 -0.014 0.028
0.014 -0.044 -0.013
-0.142 0.080 0.008
0.225 -0.081 -0.110
-0.003 0.021 0.026
-0.022 0.016 -0.034
-0.001 0.019 0.010
-0.045 -0.071 0.022
-0.147 -0.006 0.041
0.148 -0.015 -0.026
-0.010 -0.001 0.039
-0.040 0.056 0.046
0.002 0.020 -0.007
-0.074 0.107 0.090
-0.120 -0.023 0.032
0.131 -0.079 -0.073
0.002 -0.025 0.002
0.032 0.000 -0.020
0.047 -0.031 -0.044
-0.027 -0.151 -0.130
-0.022 -0.099 -0.120
-0.049 0.081 0.140
0.006 0.004 0.023
0.040 0.018 -0.014
-0.003 0.021 0.034
0.011 -0.043 -0.023
0.220 0.095 -0.017
-0.468 -0.013 -0.014
-0.058 0.060 0.005
-0.016 0.017 0.028
-0.001 -0.006 -0.003
0.053 0.020 0.036
0.108 0.050 0.101
-0.072 -0.057 -0.086
-0.003 -0.014 0.005
-0.016 0.005 -0.005
-0.020 0.004 -0.017
-0.037 0.021 0.046
0.077 -0.066 0.116
-0.045 0.089 -0.134
-0.006 -0.014 0.001
0.010 0.019 0.007
-0.008 0.010 -0.030
-0.003 0.080 0.027
0.074 0.071 0.110
-0.069 -0.087 -0.121
-0.016 -0.013 -0.004
-0.033 -0.045 -0.024
0.007 -0.009 -0.010
-0.072 -0.031 -0.020
0.158 -0.055 -0.006
-0.248 0.332 0.206
0.041 -0.042 0.008
0.016 0.020 -0.005
0.036 -0.018 -0.007
0.031 0.031 0.040
0.066 0.046 0.046
-0.097 -0.288 -0.140
-0.009 -0.012 -0.006
-0.019 -0.003 0.003
0.001 0.004 -0.016



Among the records above, which one has the highest highest occupied orbital energy?
C32H48O24